The following is a DFT calculation (ωB97M-V/def2-TZVPD) of a gas-phase ion, C6H8N3O2S (charge +1) in a non-equilibrium geometry.

CARTESIAN COORDINATES (ANGSTROEM)
S1 -2.57122 -0.21910 0.28776
O1 -2.96724 -0.24003 1.66243
O2 -2.41857 -1.57786 -0.25902
N1 3.28626 -1.25141 -0.01327
N2 -0.89286 0.33176 0.24663
N3 -0.21444 -0.64211 -0.23706
C1 -3.47866 0.98198 -0.79185
C2 3.33026 0.11238 0.36769
C3 2.15911 -1.60959 -0.52053
C4 1.76851 0.53274 0.37250
C5 1.10321 -0.64780 -0.19407
C6 1.32084 1.62538 0.89505
H1 -3.14090 1.87202 -0.34131
H2 -0.63607 -1.60128 -0.45872
H3 3.71292 0.84980 -0.28556
H4 1.93432 -2.56336 -1.02772
H5 1.47436 2.52163 1.41338
H6 -4.43414 0.63067 -0.80825
H7 3.85905 0.17526 1.42423
H8 -3.19475 0.71892 -1.73230

## Properties
Energy relative to the best compared isomer or geometry (same formula, charge and spin): 4.675 eV
E: -25737.5915 eV
Maximum force: 4.24 eV Å⁻¹
Charge: +1